# 1
Density functional theory data (ωB97M-V/def2-TZVPD) for the molecule C4H6N4 in a non-equilibrium geometry.

CARTESIAN COORDINATES (ANGSTROEM)
C  2.626  -0.007  -0.041
C  1.285  0.011  -0.022
N  0.670  1.286  0.004
C  -0.613  1.502  0.002
N  -1.704  0.712  -0.084
N  -1.680  -0.732  -0.076
C  -0.577  -1.493  0.023
N  0.665  -1.245  0.004
H  3.164  -0.966  -0.097
H  3.154  0.964  -0.004
H  -0.898  2.560  0.035
H  -2.612  1.077  0.131
H  -2.587  -1.121  0.150
H  -0.893  -2.548  -0.024

Results
Multiplicity   1
SMILES string   C=C1N=CNNC=N1
LUMO energy   0.43 eV
HOMO level   -8.13 eV

---

# 2
Density functional theory data (ωB97M-V/def2-TZVPD) for a cluster of 17 separate species, C3H40NO16 in total in a non-equilibrium geometry.

CARTESIAN COORDINATES (ANGSTROEM)
C  -0.609  -0.345  0.070
C  -0.612  1.155  -0.024
C  -0.937  2.701  -1.877
N  -1.319  1.621  -1.231
H  -1.630  -0.799  0.191
H  -0.140  -0.835  -0.850
H  -0.023  -0.697  0.930
H  -1.172  1.618  0.874
H  0.373  1.536  0.019
H  -1.499  3.037  -2.806
H  -0.162  3.352  -1.583
H  -2.141  0.998  -1.553
H  -3.366  -0.529  -0.824
H  -3.928  -0.578  -2.228
O  -3.160  -0.417  -1.712
H  1.993  -0.059  2.635
H  0.905  -0.170  3.700
O  1.489  0.449  3.385
H  1.230  -0.882  -2.274
H  1.599  -2.090  -1.489
O  1.940  -1.549  -2.192
H  0.252  -3.246  0.456
H  0.215  -3.648  -1.056
O  0.773  -3.180  -0.444
H  -3.063  -0.007  1.637
H  -4.420  -0.662  1.443
O  -3.652  -0.377  0.935
H  3.057  2.679  -1.897
H  2.148  2.645  -0.755
O  2.440  2.130  -1.475
H  -0.799  -1.550  4.589
H  -1.249  -0.626  3.404
O  -0.571  -1.237  3.750
H  -0.616  -1.560  -3.280
H  -1.630  -0.739  -2.570
O  -0.820  -0.652  -3.047
H  3.133  -0.607  0.634
H  2.104  -1.766  1.062
O  2.543  -0.966  1.390
H  1.844  4.169  0.904
H  0.829  3.111  1.263
O  1.290  3.516  0.529
H  0.236  -3.586  -4.310
H  1.054  -2.771  -3.287
O  0.170  -3.116  -3.449
H  -1.416  1.366  2.673
H  -2.697  1.214  3.478
O  -2.156  0.750  2.876
H  3.300  -0.743  -1.371
H  3.294  0.699  -1.033
O  3.731  -0.111  -0.808
H  0.092  0.785  -3.282
H  1.226  1.725  -2.672
O  0.428  1.720  -3.194
H  -0.434  -2.507  2.567
H  0.120  -3.906  2.545
O  -0.320  -3.268  2.001
H  0.016  2.967  3.295
H  0.715  1.526  2.789
O  0.003  2.309  2.554

Results
Multiplicity   2
LUMO energy (alpha / beta)   -0.14 / -0.23 eV
HOMO level (alpha / beta)   -2.87 / -7.76 eV

---

# 3
Density functional theory data (ωB97M-V/def2-TZVPD) for a cluster of 7 separate species, C54H120BF4N6 in total in a non-equilibrium geometry.

CARTESIAN COORDINATES (ANGSTROEM)
C  -4.106  5.397  2.101
C  -2.955  6.064  2.779
C  -1.704  5.049  2.769
N  -0.475  5.616  3.468
C  0.221  6.605  2.464
C  1.536  7.179  3.028
C  2.510  6.112  3.511
C  1.859  4.930  4.307
C  0.502  4.463  3.730
C  -0.745  6.243  4.786
H  -3.985  5.281  1.024
H  -4.977  6.053  2.102
H  -4.394  4.507  2.661
H  -3.202  6.388  3.789
H  -2.706  6.982  2.247
H  -1.453  4.757  1.749
H  -1.872  4.152  3.365
H  0.348  6.064  1.527
H  -0.496  7.387  2.217
H  1.990  7.845  2.294
H  1.287  7.869  3.834
H  3.047  5.707  2.653
H  3.271  6.560  4.151
H  2.546  4.090  4.411
H  1.845  5.145  5.376
H  0.726  3.985  2.776
H  0.123  3.809  4.515
H  -1.431  5.731  5.461
H  -1.182  7.192  4.472
H  0.106  6.669  5.317
C  7.111  -1.588  -7.213
C  6.359  -0.951  -6.029
C  7.221  0.192  -5.458
N  6.503  1.346  -4.785
C  5.636  2.136  -5.814
C  4.717  3.185  -5.182
C  3.919  2.716  -3.902
C  4.781  1.884  -2.899
C  5.642  0.796  -3.563
C  7.512  2.306  -4.253
H  6.354  -2.197  -7.708
H  7.914  -2.207  -6.813
H  7.576  -0.939  -7.955
H  6.219  -1.685  -5.236
H  5.403  -0.641  -6.451
H  7.757  0.722  -6.245
H  7.999  -0.139  -4.770
H  5.156  1.373  -6.427
H  6.442  2.625  -6.363
H  3.955  3.483  -5.901
H  5.288  4.044  -4.830
H  3.168  1.965  -4.149
H  3.464  3.615  -3.486
H  3.986  1.343  -2.386
H  5.286  2.558  -2.207
H  4.983  -0.008  -3.890
H  6.441  0.290  -3.021
H  6.889  3.098  -3.839
H  8.097  2.752  -5.058
H  8.123  1.871  -3.462
C  3.069  -1.898  5.482
C  3.927  -1.965  6.753
C  4.920  -0.835  6.788
N  6.171  -1.196  7.685
C  7.019  -2.339  7.271
C  8.335  -2.385  8.058
C  9.255  -1.230  8.101
C  8.440  -0.004  8.394
C  7.166  0.040  7.547
C  5.578  -1.264  9.118
H  2.600  -2.842  5.205
H  3.606  -1.283  4.760
H  2.297  -1.184  5.771
H  4.511  -2.885  6.722
H  3.192  -2.106  7.545
H  4.433  0.076  7.137
H  5.451  -0.759  5.840
H  7.216  -2.129  6.220
H  6.496  -3.276  7.465
H  9.020  -3.141  7.675
H  8.025  -2.728  9.045
H  9.785  -0.985  7.181
H  9.981  -1.362  8.904
H  8.973  0.926  8.196
H  8.222  -0.038  9.462
H  7.374  0.141  6.482
H  6.528  0.815  7.971
H  5.103  -0.310  9.347
H  6.408  -1.475  9.792
H  4.844  -2.070  9.114
C  -10.429  -0.745  3.094
C  -8.955  -0.658  3.521
C  -8.256  -1.864  4.248
N  -6.779  -1.700  4.786
C  -6.674  -2.804  5.857
C  -5.351  -2.785  6.578
C  -5.081  -1.424  7.185
C  -5.288  -0.285  6.156
C  -6.648  -0.362  5.465
C  -5.858  -1.875  3.534
H  -10.984  -0.989  3.999
H  -10.433  -1.607  2.427
H  -10.704  0.181  2.589
H  -8.968  0.085  4.319
H  -8.285  -0.199  2.794
H  -8.275  -2.806  3.699
H  -8.902  -2.212  5.055
H  -7.507  -2.667  6.547
H  -6.808  -3.809  5.458
H  -5.269  -3.485  7.409
H  -4.623  -3.054  5.813
H  -5.872  -1.272  7.920
H  -4.184  -1.319  7.796
H  -5.147  0.618  6.750
H  -4.484  -0.377  5.426
H  -7.528  -0.317  6.106
H  -6.816  0.382  4.686
H  -6.133  -2.862  3.163
H  -4.818  -1.834  3.857
H  -6.000  -1.166  2.718
C  -4.819  5.725  -5.242
C  -4.750  5.063  -6.597
C  -3.973  3.750  -6.294
N  -3.530  2.861  -7.456
C  -2.924  1.486  -6.933
C  -2.351  0.611  -8.116
C  -3.532  0.354  -9.033
C  -4.181  1.596  -9.589
C  -4.682  2.627  -8.527
C  -2.459  3.654  -8.275
H  -5.676  5.401  -4.652
H  -4.890  6.787  -5.477
H  -3.894  5.632  -4.672
H  -4.370  5.630  -7.446
H  -5.746  4.888  -7.003
H  -4.467  3.050  -5.620
H  -3.008  4.013  -5.861
H  -3.714  0.905  -6.457
H  -2.049  1.536  -6.285
H  -2.057  -0.341  -7.674
H  -1.496  1.094  -8.588
H  -4.302  -0.345  -8.708
H  -3.136  -0.174  -9.900
H  -5.041  1.125  -10.066
H  -3.549  2.131  -10.298
H  -5.536  2.272  -7.950
H  -5.161  3.490  -8.989
H  -1.885  3.046  -8.974
H  -1.770  4.044  -7.526
H  -2.959  4.481  -8.778
C  2.368  -5.597  -1.236
C  1.539  -6.585  -1.920
C  0.237  -5.905  -2.438
N  -0.950  -6.962  -2.927
C  -2.081  -6.140  -3.604
C  -3.095  -7.027  -4.316
C  -2.532  -8.116  -5.169
C  -1.479  -8.950  -4.501
C  -0.423  -8.050  -3.918
C  -1.371  -7.799  -1.674
H  3.158  -5.304  -1.928
H  2.862  -5.880  -0.307
H  1.760  -4.717  -1.026
H  1.243  -7.448  -1.323
H  2.061  -7.100  -2.726
H  0.285  -5.302  -3.344
H  -0.151  -5.380  -1.565
H  -1.571  -5.727  -4.474
H  -2.450  -5.474  -2.824
H  -3.542  -6.432  -5.112
H  -3.809  -7.366  -3.566
H  -2.102  -7.485  -5.946
H  -3.318  -8.791  -5.508
H  -0.877  -9.563  -5.171
H  -1.963  -9.649  -3.819
H  0.198  -7.511  -4.633
H  0.348  -8.547  -3.329
H  -0.580  -8.443  -1.288
H  -2.358  -8.191  -1.920
H  -1.592  -7.062  -0.902
B  -2.246  0.232  -0.809
F  -3.386  0.939  -0.947
F  -2.225  -0.910  -1.604
F  -1.226  1.037  -1.317
F  -1.849  -0.061  0.512

Results
Multiplicity   1
LUMO energy   -7.40 eV
Total charge   +5
HOMO level   -17.21 eV

---

# 4
Density functional theory data (ωB97M-V/def2-TZVPD) for a cluster of 2 separate species, CHO4S in total in a non-equilibrium geometry.

CARTESIAN COORDINATES (ANGSTROEM)
C  0.243  0.662  0.144
O  3.756  -0.275  -0.891
O  0.236  1.721  0.715
O  2.516  -2.354  -0.351
O  2.109  -1.197  -2.498
S  2.554  -1.092  -1.102
H  -0.683  0.030  0.123

Results
Multiplicity   1
LUMO energy (alpha / beta)   3.45 / 3.89 eV
Total charge   -1
HOMO level (alpha / beta)   -3.29 / -4.87 eV

---

# 5
Density functional theory data (ωB97M-V/def2-TZVPD) for a structure of composition H25O12 in a non-equilibrium geometry.

CARTESIAN COORDINATES (ANGSTROEM)
O  -1.710  0.217  -0.043
H  -3.024  -3.878  -0.848
H  4.642  -1.416  -1.082
O  0.979  2.532  3.215
H  1.853  2.899  3.024
H  -0.872  0.936  0.276
O  1.884  0.279  -1.636
H  0.678  0.218  3.655
O  0.017  1.645  -3.199
H  1.259  -0.456  -1.779
H  -0.017  1.807  -4.145
O  -0.518  -0.675  -2.269
H  -0.640  -1.459  -2.797
H  -0.710  0.191  -2.719
O  -2.950  -2.945  -1.072
H  -4.603  1.296  -1.711
H  -2.888  -2.942  -2.023
O  0.161  1.554  0.727
H  2.041  0.264  -0.689
H  -1.752  -0.385  0.733
O  3.769  -1.769  -0.893
H  3.900  -2.643  -0.577
H  0.518  3.379  3.318
O  -0.225  0.090  3.362
H  0.949  0.985  0.766
H  -0.860  0.143  4.080
O  2.867  0.164  0.935
H  3.614  0.769  0.965
H  3.191  -0.703  0.668
O  -4.186  1.972  -1.148
H  0.919  1.423  -2.915
H  -1.261  -0.380  -0.700
O  -1.235  -1.854  1.595
H  0.112  1.888  1.642
H  -1.517  -2.772  1.658
H  -3.555  1.309  -0.829
H  -0.832  -1.685  2.454

Results
Multiplicity   1
LUMO energy   -2.64 eV
Total charge   +1
HOMO level   -13.38 eV

---

# 6
Density functional theory data (ωB97M-V/def2-TZVPD) for a structure of composition C8H19MnN3O7P2SSe in a non-equilibrium geometry.

CARTESIAN COORDINATES (ANGSTROEM)
Mn  0.537  -0.534  1.836
C  -1.190  2.621  -0.834
C  -0.483  2.565  0.464
O  -0.404  4.998  1.526
P  2.291  2.286  0.963
O  3.518  2.652  0.011
O  2.526  2.496  2.493
O  1.957  0.848  0.689
P  -1.238  2.039  1.955
O  -2.785  1.985  1.475
O  -1.078  3.044  3.206
O  -0.872  0.713  2.554
H  -1.874  3.424  -0.929
H  -1.711  1.662  -1.016
H  -0.436  2.596  -1.638
H  -1.314  3.969  2.951
H  3.510  3.683  0.008
H  2.631  3.490  2.754
H  -3.211  1.546  2.227
Se  2.260  5.494  1.841
C  0.679  4.544  1.239
N  0.795  3.230  0.715
C  -2.815  -3.354  -1.434
C  -2.248  -1.896  -1.316
N  -1.241  -1.703  -0.312
C  0.057  -2.228  -0.320
S  0.735  -2.773  1.221
N  0.734  -2.382  -1.452
C  2.070  -2.921  -1.570
C  2.082  -4.432  -1.713
H  -2.956  -3.777  -2.442
H  -3.667  -3.450  -0.715
H  -2.040  -3.976  -0.908
H  -3.077  -1.299  -1.143
H  -1.766  -1.662  -2.270
H  -1.664  -1.997  0.609
H  0.321  -2.059  -2.360
H  2.583  -2.690  -0.649
H  2.574  -2.424  -2.411
H  1.762  -4.927  -0.779
H  3.085  -4.762  -1.973
H  1.367  -4.638  -2.555

Results
Multiplicity   6
LUMO energy (alpha / beta)   -0.98 / -1.20 eV
HOMO level (alpha / beta)   -6.14 / -6.03 eV

---

# 7
Density functional theory data (ωB97M-V/def2-TZVPD) for a structure of composition C15H19Cl4O3PSV.

CARTESIAN COORDINATES (ANGSTROEM)
V  -0.245  -0.736  0.337
C  -0.752  -2.963  -0.098
C  -1.911  -2.312  0.375
C  -1.667  -1.834  1.689
C  -0.329  -2.201  2.030
C  0.224  -2.880  0.919
H  -0.614  -3.382  -1.081
H  -2.821  -2.176  -0.187
H  -2.379  -1.335  2.328
H  0.175  -1.986  2.959
H  1.244  -3.222  0.833
Cl  2.077  -3.744  -2.281
C  2.152  -2.161  -3.073
Cl  0.550  -1.433  -3.247
H  2.569  -2.300  -4.063
H  2.751  -1.506  -2.452
Cl  0.123  1.072  1.955
C  1.868  1.203  2.102
C  2.382  1.870  3.197
C  3.756  1.994  3.314
C  4.576  1.454  2.334
C  4.025  0.802  1.246
Cl  5.107  0.158  0.052
C  2.641  0.650  1.084
S  1.944  -0.157  -0.309
H  1.714  2.277  3.943
H  4.187  2.503  4.164
H  5.652  1.536  2.406
C  -0.279  2.456  -1.998
O  -1.248  1.432  -2.271
P  -1.809  0.555  -1.050
O  -2.707  1.717  -0.346
C  -3.355  1.403  0.887
O  -2.894  -0.334  -1.820
C  -3.824  0.258  -2.739
H  0.063  2.823  -2.962
H  0.568  2.046  -1.445
H  -0.744  3.267  -1.437
H  -4.079  2.193  1.073
H  -2.635  1.367  1.706
H  -3.878  0.445  0.831
H  -4.551  -0.512  -2.980
H  -3.305  0.577  -3.641
H  -4.322  1.113  -2.283

Results
Multiplicity   2
LUMO energy (alpha / beta)   0.46 / 0.53 eV
HOMO level (alpha / beta)   -7.18 / -6.79 eV

---

# 8
Density functional theory data (ωB97M-V/def2-TZVPD) for a structure of composition C21H30N2 in a non-equilibrium geometry.

CARTESIAN COORDINATES (ANGSTROEM)
C  -0.718  1.402  -5.619
C  0.466  1.293  -5.190
C  1.625  1.727  -6.059
H  1.150  2.317  -7.050
H  2.023  0.935  -6.669
H  2.265  2.596  -5.753
C  0.949  1.004  -4.034
C  2.138  -0.263  -4.070
C  2.360  -0.891  -2.723
C  2.307  0.227  -1.533
C  2.081  1.371  -1.712
C  1.355  1.817  -3.098
H  0.154  2.479  -2.854
H  2.036  2.630  -3.416
H  1.886  2.069  -0.990
C  2.985  -0.080  -0.245
N  1.838  -0.550  0.771
C  1.071  0.459  1.238
C  0.334  -0.299  2.584
N  -0.350  -1.272  2.135
C  0.437  -2.441  1.526
C  1.385  -1.723  0.359
H  1.994  -2.597  0.047
H  0.587  -1.450  -0.379
H  -0.084  -3.539  1.284
H  1.171  -2.708  2.440
C  -1.408  -1.755  3.160
C  -2.240  -0.976  3.641
C  -2.580  -0.426  4.840
C  -3.666  0.410  5.235
C  -4.320  0.823  4.212
C  -4.159  0.523  2.783
C  -3.065  -0.280  2.602
H  -2.962  -0.470  1.459
H  -4.716  1.113  2.018
H  -5.019  1.543  4.539
H  -3.932  0.414  6.196
H  -1.933  -0.782  5.773
H  -1.664  -2.787  2.898
H  -0.446  -2.018  4.078
H  -0.410  0.747  2.949
H  1.259  -0.220  3.253
H  1.674  1.292  1.463
H  0.252  0.759  0.414
H  3.708  -1.114  -0.459
H  3.347  0.619  0.355
H  3.183  -1.285  -2.588
H  1.385  -1.441  -2.395
H  3.077  0.280  -4.253
H  2.139  -0.890  -4.856
H  0.115  0.158  -3.528
H  -1.509  0.896  -5.037
H  -1.108  1.585  -6.493

Results
Multiplicity   1
LUMO energy   0.80 eV
HOMO level   -7.50 eV

---

# 9
Density functional theory data (ωB97M-V/def2-TZVPD) for the molecule C2H3NO3 in a non-equilibrium geometry.

CARTESIAN COORDINATES (ANGSTROEM)
O  0.301  1.737  0.170
C  -0.642  1.082  -0.104
C  -0.630  -0.333  -0.080
O  -1.693  -0.939  -0.033
N  0.547  -0.962  0.274
O  1.787  -0.535  -0.253
H  -1.638  1.580  -0.382
H  0.520  -1.990  0.394
H  1.768  0.549  0.103

Results
Multiplicity   1
SMILES string   O=CC(=O)NO
LUMO energy   -0.84 eV
HOMO level   -9.78 eV

---

# 10
Density functional theory data (ωB97M-V/def2-TZVPD) for a structure of composition C14H15Cl2EuIN2O2 in a non-equilibrium geometry.

CARTESIAN COORDINATES (ANGSTROEM)
C  1.717  0.943  4.874
C  1.767  -0.564  4.901
H  2.149  1.312  4.005
H  2.166  1.412  5.771
H  0.675  1.193  4.870
H  1.274  -0.911  3.998
H  2.739  -0.948  4.807
H  1.119  -0.998  5.689
C  0.468  2.675  -1.311
C  0.801  3.446  -2.428
C  0.785  2.809  -3.674
C  0.498  1.446  -3.806
H  0.497  3.079  -0.297
H  1.045  4.489  -2.271
H  1.019  3.391  -4.550
H  0.494  0.898  -4.730
N  0.124  1.387  -1.456
C  0.210  0.733  -2.631
C  0.042  -0.753  -2.648
N  -0.204  -1.405  -1.490
C  -0.155  -2.739  -1.325
C  0.164  -2.910  -3.678
C  0.034  -3.548  -2.444
H  -0.264  -3.133  -0.304
H  0.056  -4.613  -2.284
C  0.170  -1.522  -3.812
H  0.292  -0.988  -4.740
H  0.275  -3.531  -4.557
Eu  -0.577  -0.001  0.532
I  2.596  -0.052  0.733
Cl  -2.294  -1.975  1.943
C  -3.037  -0.443  2.539
Cl  -1.711  0.608  3.316
C  -3.598  0.429  1.361
O  -4.765  0.812  1.456
O  -2.772  0.630  0.383
H  -3.800  -0.654  3.257

Results
Multiplicity   8
LUMO energy (alpha / beta)   -0.96 / -0.96 eV
HOMO level (alpha / beta)   -7.26 / -7.84 eV